(1)
# C4H6O

C4H6O as an isolated structure at a distorted geometry (the ωB97M-V functional and the def2-TZVPD basis, the Open Molecules 2025 dataset).

The calculation puts the HOMO-LUMO gap (alpha / beta) at 8.3 / 8.5 eV. The value obtained for the largest force on an atom is 5.61 eV Å⁻¹. The energy relative to the best compared isomer or geometry (same formula, charge and spin) is 124.5 kcal per mole. As for the LUMO energy (alpha / beta): 0.294 / 0.193 eV. As for the net charge: 0. The calculation puts the highest occupied orbital energy (alpha / beta) at -7.998 / -8.257 eV.

Last column: natural (NBO) charge in e.
Element x y z (Å)
C: 0.9971 -1.0430 0.2338  -0.43
C: 1.7787 -0.1732 -0.5523  0.12
C: 0.4074 0.1751 0.7400  0.16
C: -1.8321 0.4084 -0.2228  -0.52
O: 1.1803 0.9754 -0.0432  -0.51
H: 0.6217 -2.1147 0.2157  0.24
H: 2.5702 -0.1200 -1.3691  0.21
H: -0.0368 0.5428 1.6193  0.20
H: -2.1228 1.2224 0.4909  0.18
H: -1.8872 -0.5322 0.0662  0.16
H: -1.6765 0.6590 -1.1785  0.17

Cartesian forces, eV/Å:
-0.01 -0.47 -1.16
-0.06 -1.49 -0.22
-2.05 -1.03 -1.28
1.14 3.99 3.77
1.42 1.63 -0.49
1.11 1.66 0.15
-1.35 -0.18 1.36
-0.10 0.24 1.02
0.11 -1.03 -0.88
-0.82 -4.15 1.13
0.61 0.82 -3.39

(2)
# C42H34N3O7P2Y

C42H34N3O7P2Y as an isolated structure at a distorted geometry (the ωB97M-V functional and the def2-TZVPD basis, the Open Molecules 2025 dataset).

The calculation puts the HOMO-LUMO gap at 7.4 eV. The value obtained for the largest force on an atom is 3.35 eV Å⁻¹. As for the LUMO energy: -6.752 eV. As for the net charge: +2. The calculation puts the highest occupied orbital energy at -14.112 eV.

Last column: Mulliken charge in e.
Element x y z (Å)
C: 1.2296 -1.8703 -2.7330  -0.04
C: 1.4694 -0.5098 -2.4890  0.32
C: 2.7880 -0.0378 -2.4875  -0.81
C: 3.8346 -0.8737 -2.8841  -0.89
C: 3.5682 -2.1948 -3.2292  -0.47
C: 2.2793 -2.7088 -3.1229  -0.94
P: 0.1448 0.5428 -1.8073  2.28
C: 0.6851 2.2410 -2.2226  0.79
C: 1.1356 3.1075 -1.2099  -0.22
C: 1.5725 4.3841 -1.5483  -0.70
C: 1.6100 4.7773 -2.8825  -0.65
C: 1.1601 3.9218 -3.8975  -0.71
C: 0.6781 2.6514 -3.5556  -0.53
Y: -0.8150 0.7846 0.6797  0.86
P: 0.7182 -1.4133 0.9980  1.35
C: 2.5322 -1.3977 0.8109  0.69
C: 3.2459 -2.5043 0.3339  -0.97
C: 4.6353 -2.4311 0.1889  -0.65
C: 5.3014 -1.2429 0.4810  -0.62
C: 4.5903 -0.1103 0.8817  -0.86
C: 3.2081 -0.1808 1.0295  -0.27
C: 0.4481 -1.3706 2.8175  0.81
C: -0.8741 -1.1973 3.2809  -0.23
C: -1.1145 -1.0738 4.6449  -0.91
C: -0.0566 -1.1397 5.5474  -0.65
C: 1.2631 -1.2836 5.0962  -0.70
C: 1.5134 -1.3845 3.7279  -0.67
C: -0.0075 -3.0097 0.4750  0.54
C: -1.1023 -3.0385 -0.4119  -0.43
C: -1.6868 -4.2533 -0.7542  -0.45
C: -1.2049 -5.4380 -0.1929  -0.66
C: -0.1530 -5.4163 0.7282  -0.74
C: 0.4395 -4.1948 1.0688  -0.38
C: -1.3159 0.1909 -2.8538  0.74
C: -1.1487 -0.3126 -4.1482  -0.30
C: -2.2536 -0.5675 -4.9638  -0.85
C: -3.5345 -0.3236 -4.4611  -0.63
C: -3.7121 0.1506 -3.1604  -0.85
C: -2.6128 0.4062 -2.3394  -0.69
H: -1.7370 -1.2316 2.5985  0.73
H: -2.1536 -0.9672 4.9805  0.49
H: -0.2682 -1.0973 6.6124  0.44
H: 2.0858 -1.3374 5.8111  0.45
H: 2.5341 -1.4691 3.3535  0.43
H: 2.7207 -3.4099 0.0416  0.51
H: 5.1902 -3.3020 -0.1653  0.47
H: 6.3864 -1.1839 0.3926  0.42
H: 5.1011 0.8280 1.0943  0.46
H: 2.6576 0.7206 1.3070  0.31
H: -1.5078 -2.1162 -0.8390  0.34
H: -2.5090 -4.2587 -1.4727  0.47
H: -1.6621 -6.3813 -0.4889  0.43
H: 0.2128 -6.3422 1.1754  0.44
H: 1.2383 -4.1608 1.8096  0.51
H: -0.1545 -0.5218 -4.5348  0.47
H: -2.1099 -0.9371 -5.9798  0.45
H: -4.4075 -0.4965 -5.0884  0.43
H: -4.7185 0.3429 -2.7757  0.44
H: -2.7707 0.7836 -1.3104  0.43
H: 1.1935 2.7868 -0.1605  0.15
H: 1.9006 5.0413 -0.7367  0.44
H: 2.0029 5.7651 -3.1257  0.41
H: 1.1920 4.2341 -4.9413  0.44
H: 0.3085 1.9723 -4.3205  0.41
H: 3.0015 0.9669 -2.1357  0.45
H: 4.8484 -0.4831 -2.9028  0.48
H: 4.3774 -2.8468 -3.5623  0.14
H: 2.0789 -3.7561 -3.3424  0.45
H: 0.2373 -2.2869 -2.5803  0.67
H: 4.9217 -5.0074 -4.1021  0.02
H: 4.2884 -5.3879 -4.2479  0.01
O: -5.1736 6.4454 4.2770  -0.53
N: -5.0597 5.2501 4.6358  0.91
O: -5.6229 4.7484 5.6375  -0.55
C: -4.2312 4.3794 3.8364  -0.20
C: -3.3596 5.0126 2.9047  -0.31
C: -2.5815 4.1655 2.1109  -0.59
C: -2.7307 2.7686 2.3499  1.51
O: -1.8077 1.9905 1.9186  -0.84
C: -3.7853 2.1513 3.0841  -0.73
C: -4.4387 2.9764 4.0101  -0.54
N: -3.8747 0.7034 3.0741  0.96
O: -4.3886 0.1266 4.0552  -0.50
O: -3.4554 0.0552 2.0485  -0.61
N: -1.6117 4.6617 1.1660  0.87
O: -1.4178 5.8914 1.1186  -0.54
O: -0.9998 3.8601 0.3818  -0.59
H: -3.2857 6.1028 2.8140  0.62
H: -5.1132 2.5712 4.7782  0.59

Cartesian forces, eV/Å:
0.31 -0.11 -0.01
0.31 -0.54 0.96
0.02 -0.17 -0.09
-0.38 0.19 0.11
0.19 -0.14 -0.10
-0.37 0.34 0.06
0.50 0.51 -2.16
-0.08 -0.07 0.39
0.01 -0.39 -0.70
0.18 -0.12 0.45
-0.03 0.03 -0.09
-0.06 -0.34 0.41
0.22 0.61 -0.15
-0.80 0.23 0.73
0.60 -1.47 0.74
0.11 0.20 -0.74
0.06 0.19 0.07
-0.17 0.15 0.03
0.08 -0.01 0.06
-0.28 -0.04 0.10
0.01 -0.36 -0.08
-0.05 0.36 0.00
0.41 -0.06 -0.33
-0.39 -0.07 0.00
0.19 -0.02 -0.02
-0.37 -0.07 -0.09
-0.04 0.11 0.03
-0.27 0.18 0.03
0.38 -0.01 0.29
0.05 0.10 0.00
0.03 0.05 -0.08
0.02 0.34 -0.10
-0.17 -0.28 -0.10
-0.09 -0.14 0.28
-0.29 -0.04 -0.23
-0.10 0.22 0.44
0.12 0.02 -0.06
-0.22 0.21 0.43
0.53 -0.25 -0.57
0.36 -0.09 0.22
0.54 -0.07 0.01
0.10 0.07 -0.16
-0.26 0.04 -0.23
-0.26 -0.05 0.20
0.12 0.11 0.16
-0.18 0.28 0.12
-0.29 -0.06 -0.03
-0.06 -0.25 -0.11
0.09 -0.15 0.11
0.17 -0.17 -0.01
0.21 -0.12 0.30
0.14 0.19 0.16
-0.15 0.30 -0.13
-0.15 -0.07 -0.17
-0.14 0.12 0.11
-0.07 0.09 0.32
0.20 0.01 0.17
0.36 -0.14 -0.21
-0.07 -0.05 -0.44
-0.04 0.09 -0.27
-0.07 -0.09 -0.50
-0.18 -0.27 -0.01
-0.03 -0.07 0.31
0.10 0.20 0.05
0.01 0.00 -0.27
-0.16 -0.11 -0.03
-0.24 0.23 0.13
0.07 0.22 0.05
0.11 0.07 -0.28
-0.32 -0.24 -0.08
0.33 0.20 0.07
0.39 -2.73 0.74
-1.87 1.97 1.97
1.26 1.05 -2.25
0.39 -0.53 -0.62
-0.43 -0.88 0.20
-1.27 -0.60 1.44
0.27 -0.23 -0.75
0.51 -0.18 0.14
0.72 1.72 0.76
0.04 0.55 -1.03
-0.47 -2.51 0.49
1.29 1.65 -2.51
-0.97 1.42 1.92
1.63 1.54 -1.53
-0.60 -2.96 0.28
-1.35 1.32 1.54
-0.22 -0.52 0.19
0.26 0.43 -0.47

Which of these has the lowest largest force on an atom?
C42H34N3O7P2Y